Record 1
The following is a DFT calculation (ωB97M-V/def2-TZVPD) of 2 unconnected molecules or ions with the total composition C16H15FOS2 in a non-equilibrium geometry.

Relative energy (zero: lowest compared OMol25 entry of this formula, charge and spin) = 275.4 kJ/mol
E_HOMO = -6.386 eV
Total charge = 0

The geometry in XYZ format:
```
35
C16H15FOS2 (ωB97M-V/def2-TZVPD)
C 3.58 3.50 2.00
C 3.33 2.10 2.51
O 2.81 1.29 1.44
C 2.44 0.00 1.74
S 1.63 -0.92 0.60
S 2.81 -0.54 3.28
H 4.01 4.06 2.83
H 4.29 3.54 1.17
H 2.65 4.00 1.72
H 4.28 1.69 2.89
H 2.62 2.16 3.35
F -2.60 3.81 1.27
C -2.35 2.52 0.87
C -2.51 1.50 1.81
C -2.24 0.21 1.40
C -1.82 -0.10 0.06
C -1.57 -1.47 -0.23
C -1.15 -2.14 -1.41
C -1.09 -3.57 -1.36
C -0.72 -4.33 -2.46
C -0.38 -3.69 -3.66
C -0.40 -2.30 -3.74
C -0.76 -1.53 -2.64
C -1.70 0.99 -0.84
C -1.95 2.30 -0.44
H -2.84 1.72 2.82
H -2.34 -0.62 2.10
H -1.77 -2.14 0.62
H -1.35 -4.05 -0.41
H -0.69 -5.42 -2.38
H -0.10 -4.29 -4.53
H -0.14 -1.80 -4.67
H -0.71 -0.45 -2.72
H -1.42 0.82 -1.87
H -1.84 3.13 -1.14
```

***

Record 2
The following is a DFT calculation (ωB97M-V/def2-TZVPD) of 5 unconnected molecules or ions with the total composition C43H82Br2F3IN5O10 in a non-equilibrium geometry.

E_HOMO = -10.790 eV
Total charge = +1

The geometry in XYZ format:
```
146
C43H82Br2F3IN5O10 (ωB97M-V/def2-TZVPD)
C 5.20 -2.21 2.21
C 5.19 -1.64 0.79
C 4.58 -0.24 0.68
C 3.67 -0.05 -0.52
C 2.88 1.27 -0.47
C 1.38 1.08 -0.41
C 0.99 0.34 0.86
N -0.45 0.39 1.21
C -1.11 -0.54 0.42
N -1.68 -0.25 -0.71
I -1.84 1.60 -1.54
N -1.19 -1.75 1.01
C -1.46 -2.95 0.22
C -2.78 -2.98 -0.59
C -3.37 -4.34 -0.86
F -3.97 -4.85 0.24
Br -4.73 -4.08 -2.24
C -2.38 -5.41 -1.38
F -1.61 -5.81 -0.36
F -3.02 -6.48 -1.84
Br -1.28 -4.69 -2.79
C -1.72 -1.35 2.36
N -3.12 -0.92 2.07
C -1.75 -2.38 3.51
C -1.50 -3.84 3.22
C -2.60 -4.71 3.13
C -2.43 -6.08 2.88
C -1.14 -6.59 2.70
C -0.04 -5.74 2.79
C -0.21 -4.38 3.06
C -0.86 -0.03 2.60
C 0.27 -0.06 3.65
C 1.22 -1.26 3.86
N 1.82 -1.92 2.72
C -1.79 1.12 3.06
C -1.06 2.45 3.16
O -1.91 3.55 2.79
C -2.94 3.78 3.64
C -4.27 3.78 2.99
O -2.76 3.99 4.78
H 6.18 -2.58 2.48
H 4.50 -3.03 2.32
H 4.94 -1.45 2.94
H 4.70 -2.32 0.10
H 6.23 -1.57 0.47
H 4.05 0.02 1.59
H 5.37 0.49 0.58
H 2.99 -0.89 -0.60
H 4.28 -0.07 -1.41
H 3.19 1.85 0.39
H 3.11 1.87 -1.34
H 1.10 0.48 -1.28
H 0.91 2.06 -0.43
H 1.58 0.74 1.67
H 1.29 -0.69 0.73
H -2.15 -0.98 -1.22
H -1.34 -3.83 0.81
H -0.65 -3.00 -0.51
H -2.59 -2.58 -1.58
H -3.56 -2.37 -0.15
H -3.51 -0.44 2.88
H -3.67 -1.77 1.99
H -2.75 -2.34 3.93
H -1.11 -2.07 4.32
H -3.59 -4.32 3.28
H -3.29 -6.72 2.83
H -1.01 -7.64 2.49
H 0.96 -6.14 2.66
H 0.67 -3.77 3.15
H 0.89 0.81 3.48
H -0.21 0.12 4.61
H 0.76 -2.01 4.49
H 2.05 -0.89 4.46
H 1.15 -2.23 2.04
H 2.53 -1.36 2.27
H -2.23 0.87 4.02
H -2.58 1.24 2.35
H -0.21 2.50 2.49
H -0.74 2.64 4.17
H -4.50 4.77 2.62
H -5.01 3.50 3.73
H -4.32 3.09 2.15
C 0.91 5.54 1.52
O 1.32 5.01 0.27
C 0.36 5.25 -0.75
C 0.72 6.42 -1.63
O 0.71 7.63 -0.91
C 1.99 8.09 -0.53
H 1.77 5.53 2.19
H 0.56 6.57 1.41
H 0.11 4.94 1.95
H -0.63 5.40 -0.29
H 0.31 4.34 -1.36
H -0.03 6.50 -2.43
H 1.69 6.25 -2.10
H 2.53 8.49 -1.40
H 2.59 7.30 -0.08
H 1.85 8.89 0.19
C -5.82 -2.75 -8.54
O -4.60 -3.33 -8.12
C -3.99 -2.67 -7.02
C -4.24 -3.40 -5.72
O -5.62 -3.40 -5.35
C -6.29 -4.62 -5.66
H -6.29 -3.46 -9.22
H -6.49 -2.57 -7.69
H -5.64 -1.81 -9.07
H -4.35 -1.64 -6.94
H -2.92 -2.64 -7.19
H -3.69 -2.90 -4.92
H -3.87 -4.43 -5.79
H -6.00 -5.41 -4.96
H -6.08 -4.94 -6.68
H -7.35 -4.43 -5.56
C 3.35 3.99 5.00
O 4.48 3.66 4.23
C 5.01 4.76 3.50
C 6.21 5.37 4.17
O 5.87 5.96 5.42
C 6.20 5.17 6.54
H 3.17 3.16 5.69
H 3.50 4.90 5.58
H 2.46 4.11 4.36
H 4.24 5.53 3.35
H 5.30 4.39 2.51
H 6.61 6.16 3.53
H 6.99 4.61 4.31
H 7.28 5.17 6.72
H 5.87 4.13 6.42
H 5.71 5.60 7.40
C 0.04 -3.19 -6.42
O -0.88 -2.25 -5.88
C -0.42 -1.59 -4.73
C 0.09 -0.19 -5.02
O 1.25 -0.21 -5.82
C 1.02 0.07 -7.19
H -0.32 -3.46 -7.41
H 1.04 -2.76 -6.51
H 0.09 -4.09 -5.81
H 0.37 -2.17 -4.23
H -1.27 -1.51 -4.04
H 0.35 0.29 -4.07
H -0.70 0.40 -5.49
H 0.81 1.14 -7.34
H 0.19 -0.52 -7.58
H 1.92 -0.19 -7.73
```

***

> Which value of total charge does entry 2 give?

+1

***

> The lowest E_HOMO belongs to which entry?

C43H82Br2F3IN5O10

***

> What is the total charge in the first record?

0

***

> Which value of total charge does entry 1 give?

0